1.
20
Properties=species:S:1:pos:R:3:mulliken_charge:R:1 method="wB97M-V/def2-TZVPD" gap_ha=0.39514 smiles="NC(=O)[C@@H](O)CNC=O.O" e_tot_ev=-15480.4032 lumo_ha=0.023 e_above_lowest_kcal_mol=10.7 e_homo_ev=-10.11
H -0.255 2.844 -0.560 0.35
H -0.009 -0.435 1.237 0.35
N -0.941 -0.501 -1.522 -0.36
H -0.942 -0.545 -2.534 0.20
C 0.453 1.095 -0.277 0.30
O -3.044 -0.471 0.985 -0.64
H -3.839 0.045 0.827 0.31
C -0.880 0.715 -0.939 0.43
O 1.192 -2.420 0.137 -0.58
H -2.910 -0.991 0.157 0.32
H 0.876 0.977 1.821 0.41
N 2.043 -0.459 0.906 -0.10
H -0.651 -1.337 -1.002 0.24
C 2.147 -1.682 0.377 -0.01
H 2.884 -0.029 1.267 0.24
H 3.189 -1.990 0.171 0.36
O 0.424 2.462 0.019 -0.58
H 1.232 0.890 -1.034 0.18
O -1.768 1.561 -1.024 -0.58
C 0.796 0.271 0.989 -0.84

=====

2.
9
Properties=species:S:1:pos:R:3:mulliken_charge:R:1 method="wB97M-V/def2-TZVPD" total_charge=-1 gap_ha="0.27374 / 0.26391" e_tot_ev=-9191.5507 lumo_ha="0.155 / 0.156" e_above_lowest_kcal_mol=141.9 e_homo_ev="-3.24 / -2.95"
C 0.812 -0.462 -0.249 -0.22
C 0.432 0.733 0.617 -0.18
H 1.119 -0.336 -1.335 0.21
H 1.056 1.610 0.590 0.35
N -0.833 0.642 0.920 -0.28
H 1.576 -1.036 0.268 0.19
N -1.432 -0.431 0.428 -0.14
O -0.408 -1.273 -0.171 -0.24
O -2.321 0.553 -1.068 -0.68